Record 1
C20H24N4O7S | wB97M-V/def2-TZVPD

Each line ends with the Löwdin charge.
CARTESIAN COORDINATES (ANGSTROEM)
1 C 5.450 4.013 -0.797  -0.071
2 C 4.978 2.564 -0.731  -0.375
3 C 4.916 2.086 0.726  -0.143
4 C 3.907 0.956 0.891  -0.151
5 N 2.571 1.460 0.634  -0.057
6 C 1.482 0.842 1.131  -0.134
7 C 1.538 -0.509 1.554  0.016
8 C 0.409 -1.230 1.825  0.011
9 C -0.860 -0.644 1.708  -0.148
10 C -2.101 -1.414 1.823  -0.445
11 O -3.193 -0.968 1.514  0.079
12 O -1.912 -2.657 2.269  0.033
13 C -3.042 -3.514 2.402  -0.044
14 C -3.472 -4.111 1.049  -0.462
15 O -3.263 -5.264 0.748  0.080
16 N -4.126 -3.226 0.272  0.081
17 C -4.468 -3.517 -1.097  -0.134
18 C -3.339 -3.127 -2.060  -0.081
19 N -3.020 -1.709 -1.981  -0.008
20 C -3.892 -0.763 -2.462  -0.483
21 O -4.953 -1.020 -2.965  0.115
22 C -3.338 0.630 -2.274  -0.314
23 S -1.667 0.459 -1.608  1.064
24 C -1.819 -1.294 -1.448  -0.716
25 O -0.983 -2.005 -0.970  0.068
26 C -0.941 0.707 1.417  0.013
27 C 0.203 1.458 1.183  -0.110
28 N 0.018 2.870 1.128  -0.361
29 O 0.919 3.581 1.546  0.065
30 O -1.050 3.295 0.727  0.067
31 C 2.484 2.535 -0.331  -0.148
32 C 3.592 2.393 -1.369  -0.132
33 H 6.405 4.124 -0.290  0.079
34 H 4.729 4.672 -0.319  0.081
35 H 5.572 4.329 -1.831  0.078
36 H 5.693 1.943 -1.281  0.136
37 H 4.617 2.912 1.373  0.125
38 H 5.897 1.744 1.055  0.121
39 H 4.156 0.132 0.209  0.134
40 H 3.948 0.582 1.917  0.127
41 H 2.492 -1.007 1.600  0.105
42 H 0.480 -2.273 2.087  0.128
43 H -2.718 -4.321 3.060  0.138
44 H -3.879 -2.962 2.846  0.137
45 H -4.169 -2.260 0.584  0.110
46 H -5.382 -2.981 -1.359  0.121
47 H -4.632 -4.594 -1.181  0.127
48 H -2.429 -3.675 -1.809  0.132
49 H -3.646 -3.350 -3.085  0.136
50 H -3.952 1.188 -1.566  0.100
51 H -3.318 1.171 -3.220  0.094
52 H -1.901 1.202 1.405  0.128
53 H 1.511 2.479 -0.830  0.132
54 H 2.550 3.512 0.164  0.118
55 H 3.442 3.143 -2.146  0.119
56 H 3.506 1.411 -1.837  0.120

HOMO level ... -8.37 eV
SMILES ... CC1CCN(c2ccc(C(=O)OCC(=O)NCCN3C(=O)CSC3=O)cc2[N+](=O)[O-])CC1
LUMO energy ... -0.24 eV
HOMO-LUMO gap ... 8.1 eV
Relative energy (zero: lowest compared OMol25 entry of this formula, charge and spin) ... 2.569 eV
Multiplicity ... 1

=====

Record 2
C20H24N5S | wB97M-V/def2-TZVPD

Each line ends with the Löwdin charge.
CARTESIAN COORDINATES (ANGSTROEM)
1 N -2.558 0.602 3.262  0.215
2 N -2.335 2.598 1.166  0.217
3 S 1.466 -0.884 -4.293  0.981
4 C -0.029 0.003 0.875  -0.166
5 C 2.036 -1.911 -1.731  -0.106
6 C 2.362 -1.834 -3.112  -0.515
7 C 0.969 -0.823 0.218  -0.024
8 C 0.987 -1.067 -1.161  -0.074
9 C -1.630 0.570 2.290  -0.178
10 C -1.513 1.549 1.282  -0.168
11 C -5.205 2.904 4.201  -0.053
12 C -5.120 3.876 3.178  -0.066
13 C -4.388 1.785 4.189  -0.018
14 C -4.158 3.771 2.214  -0.023
15 C -3.394 1.672 3.212  -0.207
16 C -3.269 2.663 2.154  -0.185
17 N -0.656 -0.380 2.043  0.074
18 N 3.563 -2.341 -3.573  -0.165
19 N -0.502 1.155 0.395  0.069
20 C 4.498 -3.094 -2.714  -0.025
21 C -0.943 -2.872 2.451  -0.063
22 C 1.181 2.772 -0.429  -0.051
23 C 2.796 -1.124 -5.533  -0.395
24 C -0.319 -1.559 2.927  -0.135
25 C 3.661 -2.321 -5.060  -0.169
26 C -0.087 1.977 -0.779  -0.131
27 H 2.671 -2.451 -1.033  0.093
28 H 1.664 -1.301 0.874  0.102
29 H 0.268 -0.582 -1.855  0.090
30 H -5.970 2.954 4.973  0.112
31 H -5.827 4.725 3.135  0.123
32 H -4.513 0.987 4.926  0.124
33 H -4.093 4.548 1.459  0.116
34 H 5.420 -3.343 -3.248  0.098
35 H 4.024 -4.011 -2.390  0.093
36 H 4.790 -2.536 -1.845  0.083
37 H -0.625 -3.643 3.124  0.075
38 H -2.012 -2.877 2.434  0.074
39 H -0.553 -3.112 1.466  0.071
40 H 0.856 3.583 0.250  0.091
41 H 1.594 3.242 -1.313  0.079
42 H 1.956 2.163 -0.003  0.067
43 H 2.391 -1.302 -6.540  0.089
44 H 3.369 -0.208 -5.537  0.070
45 H 0.771 -1.717 2.969  0.119
46 H -0.654 -1.355 3.966  0.131
47 H 3.192 -3.215 -5.501  0.127
48 H 4.686 -2.256 -5.338  0.112
49 H 0.067 1.312 -1.622  0.089
50 H -0.886 2.711 -1.022  0.133

HOMO level ... -10.29 eV
Charge ... +1
LUMO energy ... -3.66 eV
HOMO-LUMO gap ... 6.6 eV
Multiplicity ... 1

=====

Record 3
C20H24N6O2RhTe | wB97M-V/def2-TZVPD

Each line ends with the Mulliken spin population.
CARTESIAN COORDINATES (ANGSTROEM)
1 Rh 0.200 0.605 -0.788  2.536
2 O -1.632 1.698 -1.345  0.169
3 C -1.986 2.822 -0.760  0.067
4 C -3.338 3.059 -0.474  0.016
5 C -3.742 4.239 0.112  -0.006
6 C -2.823 5.241 0.426  0.022
7 C -1.493 5.033 0.135  -0.003
8 C -1.052 3.838 -0.449  -0.015
9 C 0.357 3.719 -0.734  -0.007
10 N 0.962 2.668 -1.145  0.113
11 C 2.400 2.772 -1.405  -0.025
12 C 3.071 1.406 -1.231  0.036
13 N 2.358 0.658 -0.214  0.105
14 C 2.978 -0.093 0.604  -0.017
15 C 2.341 -0.877 1.644  -0.030
16 C 3.189 -1.548 2.539  -0.016
17 C 2.699 -2.261 3.609  0.030
18 C 1.318 -2.301 3.810  -0.015
19 C 0.463 -1.660 2.943  0.041
20 C 0.941 -0.946 1.829  0.018
21 O 0.042 -0.391 1.041  0.201
22 H -4.061 2.300 -0.746  -0.009
23 H -4.791 4.391 0.322  0.000
24 H -3.150 6.165 0.877  0.001
25 H -0.763 5.802 0.355  0.001
26 H 0.946 4.627 -0.576  0.010
27 H 2.848 3.516 -0.740  0.003
28 H 2.546 3.112 -2.433  0.000
29 H 4.128 1.531 -0.980  0.004
30 H 3.007 0.840 -2.164  -0.005
31 H 4.072 -0.135 0.573  0.005
32 H 4.258 -1.482 2.379  0.000
33 H 3.371 -2.760 4.292  0.002
34 H 0.914 -2.833 4.662  0.000
35 H -0.608 -1.667 3.105  -0.001
36 N -0.005 -3.311 0.490  0.014
37 C 0.798 -3.962 -0.373  0.008
38 N 1.072 -5.254 -0.165  0.001
39 N 1.343 -3.389 -1.428  0.008
40 C 1.020 -2.184 -1.744  0.045
41 N 0.744 -1.097 -2.056  0.067
42 H -0.263 -3.737 1.364  0.002
43 H -0.025 -2.297 0.458  -0.015
44 H 0.683 -5.770 0.603  0.000
45 H 1.639 -5.733 -0.843  0.000
46 C -3.330 -2.576 -0.597  -0.025
47 Te -2.637 -0.554 -0.718  0.622
48 C -2.650 -0.620 -2.830  -0.016
49 H -2.719 -3.244 -1.201  0.007
50 H -4.354 -2.585 -0.968  0.030
51 H -3.326 -2.899 0.441  0.002
52 H -3.671 -0.477 -3.177  0.018
53 H -2.271 -1.587 -3.148  0.003
54 H -2.018 0.188 -3.181  -0.004

HOMO level (alpha / beta) ... -10.56 / -10.60 eV
Charge ... +1
LUMO energy (alpha / beta) ... -2.37 / -5.32 eV
HOMO-LUMO gap (alpha / beta) ... 8.2 / 5.3 eV
Relative energy (zero: lowest compared OMol25 entry of this formula, charge and spin) ... 0.613 eV
Multiplicity ... 5

=====

Record 4
C20H24N6O4S | wB97M-V/def2-TZVPD

Each line ends with the Löwdin charge.
CARTESIAN COORDINATES (ANGSTROEM)
1 N -6.647 -1.875 -2.576  -0.006
2 C -6.178 -0.772 -1.731  -0.254
3 C -4.673 -0.785 -1.711  -0.236
4 C -3.969 -1.191 -0.568  -0.027
5 C -2.570 -1.177 -0.551  -0.021
6 C -1.850 -0.766 -1.680  -0.207
7 C -0.344 -0.749 -1.663  -0.124
8 N 0.108 0.634 -1.717  0.092
9 C 0.492 1.383 -0.627  -0.421
10 O 0.608 0.829 0.463  0.029
11 C 0.783 2.835 -0.733  -0.133
12 C 1.294 3.512 0.358  -0.307
13 S 1.598 5.213 0.068  1.066
14 C 1.021 5.031 -1.579  -0.519
15 N 0.973 6.096 -2.474  0.060
16 C 0.525 5.889 -3.689  -0.123
17 N 0.100 4.640 -4.107  0.153
18 C 0.127 3.574 -3.255  -0.398
19 O -0.274 2.519 -3.717  0.042
20 C 0.621 3.752 -1.892  -0.082
21 C -2.552 -0.364 -2.825  -0.029
22 C -3.950 -0.373 -2.840  -0.040
23 H -6.104 -1.925 -3.438  0.061
24 H -7.644 -1.796 -2.772  0.064
25 H -6.527 0.186 -2.131  0.106
26 H -6.581 -0.876 -0.717  0.108
27 H -4.509 -1.521 0.315  0.109
28 H -2.040 -1.485 0.346  0.113
29 H 0.041 -1.295 -2.531  0.127
30 H 0.039 -1.261 -0.773  0.121
31 H -0.082 1.158 -2.571  0.080
32 H 1.490 3.031 1.312  0.089
33 H 0.488 6.724 -4.383  0.128
34 H -0.241 4.483 -5.045  0.164
35 H -2.008 -0.036 -3.706  0.111
36 H -4.475 -0.052 -3.734  0.110
37 C 3.226 -5.044 3.364  -0.056
38 N 2.790 -3.717 3.792  0.013
39 C 2.362 -2.759 2.958  -0.518
40 O 2.327 -2.910 1.743  0.048
41 C 2.002 -1.400 3.563  -0.073
42 N 2.886 -0.973 4.656  0.058
43 C 4.176 -0.653 4.557  -0.561
44 C 4.874 -0.693 3.211  0.019
45 O 4.799 -0.328 5.554  0.031
46 H 2.460 -5.498 2.732  0.087
47 H 3.404 -5.683 4.230  0.084
48 H 4.148 -4.956 2.785  0.085
49 H 2.833 -3.494 4.775  0.132
50 H 2.015 -0.656 2.765  0.119
51 H 0.982 -1.464 3.941  0.132
52 H 2.488 -0.865 5.575  0.145
53 H 4.332 -0.076 2.497  0.085
54 H 4.924 -1.718 2.850  0.080
55 H 5.884 -0.304 3.325  0.086

HOMO level ... -8.70 eV
SMILES ... NCc1ccc(CNC(=O)c2csc3nc[nH]c(=O)c23)cc1.CNC(=O)CNC(C)=O
LUMO energy ... 0.02 eV
HOMO-LUMO gap ... 8.7 eV
Relative energy (zero: lowest compared OMol25 entry of this formula, charge and spin) ... 1.513 eV
Multiplicity ... 1

=====

Record 5
C20H24O4 | wB97M-V/def2-TZVPD

Each line ends with the Löwdin charge.
CARTESIAN COORDINATES (ANGSTROEM)
1 C 0.096 -2.942 1.206  -0.079
2 O -0.861 -3.324 0.252  -0.091
3 C -1.781 -2.383 -0.159  -0.194
4 C -1.812 -1.059 0.240  0.023
5 C -2.797 -0.199 -0.237  -0.247
6 C -2.819 1.247 0.176  -0.148
7 C -2.413 2.174 -0.976  -0.140
8 C -1.008 1.893 -1.524  -0.388
9 O -0.798 2.575 -2.739  -0.012
10 C 0.079 2.254 -0.493  -0.065
11 C 1.451 2.198 -1.128  -0.424
12 O 2.096 3.195 -1.336  0.098
13 C 1.958 0.819 -1.488  -0.095
14 C 3.308 0.545 -0.800  -0.131
15 C 3.113 0.272 0.665  -0.231
16 C 2.848 1.312 1.550  -0.040
17 C 2.626 1.058 2.891  -0.076
18 C 2.672 -0.241 3.371  -0.092
19 C 2.945 -1.282 2.502  -0.098
20 C 3.161 -1.026 1.158  -0.062
21 C -3.749 -0.688 -1.117  -0.041
22 C -3.725 -2.009 -1.528  0.002
23 C -2.746 -2.866 -1.058  -0.251
24 O -2.723 -4.164 -1.459  0.075
25 H -0.375 -2.617 2.139  0.104
26 H 0.694 -3.833 1.396  0.099
27 H 0.746 -2.145 0.833  0.071
28 H -1.075 -0.684 0.933  0.110
29 H -2.157 1.404 1.028  0.109
30 H -3.831 1.518 0.487  0.119
31 H -2.471 3.214 -0.645  0.120
32 H -3.113 2.044 -1.804  0.118
33 H -0.936 0.833 -1.790  0.145
34 H -0.766 3.524 -2.563  0.105
35 H 0.042 1.554 0.342  0.113
36 H -0.095 3.268 -0.123  0.134
37 H 1.233 0.051 -1.222  0.113
38 H 2.105 0.805 -2.571  0.134
39 H 3.947 1.419 -0.939  0.122
40 H 3.784 -0.315 -1.274  0.115
41 H 2.822 2.327 1.183  0.116
42 H 2.422 1.876 3.566  0.104
43 H 2.502 -0.439 4.419  0.100
44 H 2.990 -2.297 2.869  0.104
45 H 3.378 -1.843 0.484  0.114
46 H -4.524 -0.033 -1.486  0.115
47 H -4.462 -2.396 -2.212  0.120
48 H -1.979 -4.597 -1.019  0.105

HOMO level ... -8.17 eV
SMILES ... COc1cc(CC[C@@H](O)CC(=O)CCc2ccccc2)ccc1O
LUMO energy ... 0.63 eV
HOMO-LUMO gap ... 8.8 eV
Relative energy (zero: lowest compared OMol25 entry of this formula, charge and spin) ... 0.000 eV
Multiplicity ... 1

=====

Record 6
C20H25AgCl2NO3SeSi | wB97M-V/def2-TZVPD

Each line ends with the Löwdin charge.
CARTESIAN COORDINATES (ANGSTROEM)
1 Ag 0.308 -1.451 0.044  0.574
2 C -1.287 -4.780 0.969  -0.036
3 C -1.382 -3.371 1.474  -0.532
4 C -1.056 -3.128 2.920  -0.020
5 O -1.636 -2.449 0.729  -0.060
6 H -1.750 -5.485 1.664  0.081
7 H -0.220 -5.019 0.884  0.035
8 H -1.735 -4.857 -0.021  0.085
9 H -1.803 -3.605 3.561  0.083
10 H -1.021 -2.059 3.116  0.087
11 H -0.081 -3.573 3.139  0.084
12 Cl -3.432 1.070 0.892  0.738
13 C -2.869 0.849 -0.740  -0.564
14 C -2.810 -0.463 -1.183  -0.137
15 C -2.435 -0.766 -2.478  -0.088
16 C -2.122 0.264 -3.345  -0.123
17 C -2.164 1.565 -2.892  -0.574
18 Cl -1.700 2.827 -4.014  0.688
19 C -2.514 1.924 -1.576  -0.291
20 N -2.507 3.278 -1.234  0.063
21 C -2.114 3.770 0.062  -0.245
22 C -3.027 4.492 0.820  -0.055
23 C -2.685 4.939 2.086  -0.102
24 C -1.419 4.655 2.589  -0.092
25 C -0.500 3.968 1.810  -0.031
26 C -0.821 3.530 0.528  -0.162
27 C 0.181 2.794 -0.321  -0.046
28 C 0.129 1.259 -0.172  -0.713
29 O -0.102 0.793 0.970  -0.078
30 O 0.359 0.583 -1.213  -0.098
31 H -3.050 -1.250 -0.482  0.077
32 H -2.382 -1.799 -2.804  0.107
33 H -1.817 0.066 -4.364  0.101
34 H -2.121 3.829 -1.980  0.057
35 H -4.016 4.664 0.412  0.108
36 H -3.401 5.491 2.684  0.093
37 H -1.150 4.968 3.592  0.095
38 H 0.489 3.752 2.202  0.116
39 H 1.193 3.085 -0.034  0.123
40 H 0.055 3.021 -1.377  0.103
41 C 4.158 -2.332 -2.204  -0.250
42 Si 3.899 -2.206 -0.348  -0.029
43 C 3.780 -0.381 0.070  -0.243
44 C 5.428 -2.899 0.503  -0.258
45 Se 2.090 -3.350 0.304  0.165
46 H 5.084 -1.827 -2.517  0.020
47 H 3.314 -1.860 -2.719  0.024
48 H 4.206 -3.380 -2.521  0.017
49 H 4.641 0.177 -0.327  0.024
50 H 3.736 -0.232 1.155  0.027
51 H 2.864 0.037 -0.363  -0.001
52 H 6.342 -2.410 0.137  0.019
53 H 5.516 -3.977 0.327  0.016
54 H 5.357 -2.739 1.584  0.018

HOMO level ... -4.38 eV
Charge ... -1
LUMO energy ... 2.75 eV
HOMO-LUMO gap ... 7.1 eV
Relative energy (zero: lowest compared OMol25 entry of this formula, charge and spin) ... 0.723 eV
Multiplicity ... 1